{"formula": "H2NO4P", "method": "ωB97M-V with the def2-TZVPD basis set", "elements": ["N", "O", "O", "O", "O", "P", "H", "H"], "coordinates": [[0.569751, 0.627173, 0.352811], [0.493280, 0.157904, -3.323525], [0.253549, -1.828246, -1.647534], [-1.644081, 0.196001, -1.376428], [1.013167, 0.563236, -1.010877], [0.026273, -0.364639, -1.975423], [0.312686, -0.371812, 0.624387], [-0.463713, 1.000913, 0.139694]], "forces_ev_per_angstrom": [[-2.9217, -0.1093, -0.0711], [-0.6714, -0.5065, 0.2471], [-0.1077, 0.3929, 0.0759], [4.8395, -1.3929, -1.6619], [0.5219, -0.0715, 0.8173], [-4.2396, 1.4837, 0.5356], [0.5293, 1.2258, -0.6026], [2.0496, -1.0221, 0.6596]], "e_above_lowest_kj_mol": 107.0, "homo_energy_ha": 0.0337, "gap_ev": 6.86, "charge": -2, "smiles": "NOP(=O)([O-])[O-]"}

---

{"formula": "C14H22BF7N8O5S", "method": "ωB97M-V with the def2-TZVPD basis set", "elements": ["C", "C", "N", "C", "C", "C", "N", "B", "O", "N", "C", "C", "C", "C", "N", "S", "O", "O", "C", "F", "F", "C", "F", "F", "C", "F", "F", "F", "H", "H", "H", "H", "H", "H", "H", "H", "H", "H", "H", "H", "H", "H", "C", "O", "N", "N", "H", "H", "H", "H", "C", "O", "N", "N", "H", "H", "H", "H"], "coordinates": [[0.895103, 4.089705, 3.933246], [1.345244, 4.151108, 2.456497], [1.608526, 5.301821, 2.002857], [1.475001, 2.801583, 1.722749], [0.925137, 2.723836, 0.264298], [2.008079, 3.311729, -0.635013], [2.790808, 3.843328, -1.226128], [0.934249, 1.154165, -0.193173], [0.402688, 0.676446, -1.384952], [1.625781, 0.172324, 0.667955], [2.876138, -0.207919, -0.024949], [0.752404, -0.986951, 0.971746], [-0.360998, 3.551680, -0.042200], [-0.865554, 3.410443, -1.458398], [-1.071589, 3.031317, -2.495006], [-1.808859, 3.421868, 1.053866], [-1.703293, 4.190484, 2.260480], [-2.908829, 3.982464, 0.316556], [-2.312614, 1.713535, 1.571942], [-1.329058, 1.020964, 2.158993], [-3.194629, 1.917257, 2.554541], [-3.084348, 0.869110, 0.518703], [-2.397756, 0.670170, -0.609889], [-4.233882, 1.441385, 0.165592], [-3.514830, -0.559423, 1.040777], [-4.114548, -1.140556, -0.011951], [-4.428131, -0.498446, 1.976452], [-2.501468, -1.330490, 1.353292], [-0.113878, 4.496902, 4.077448], [1.598218, 4.636298, 4.581668], [0.902070, 3.034934, 4.268374], [1.933155, 5.178965, 1.034820], [1.002800, 2.032383, 2.352332], [2.549600, 2.549908, 1.682768], [0.925072, 0.920422, -2.162572], [3.760422, 0.131789, 0.552629], [2.988884, 0.250233, -1.033533], [2.991893, -1.295240, -0.163006], [1.179247, -1.961568, 0.693135], [-0.243475, -0.898558, 0.502927], [0.599834, -1.014572, 2.071295], [-0.065710, 4.620703, 0.013396], [1.557024, -4.919243, -0.717086], [1.417237, -3.886260, -0.077430], [2.606946, -5.128173, -1.557152], [0.670930, -5.947695, -0.644263], [2.727511, -5.969650, -2.088269], [3.283824, -4.392470, -1.640976], [-0.118245, -5.831489, -0.036125], [0.768324, -6.798170, -1.165788], [-1.036093, -4.493748, -3.675959], [-0.325125, -5.483926, -3.663917], [-1.111076, -3.654864, -4.749640], [-1.818561, -4.135023, -2.618415], [-1.691042, -2.837547, -4.771340], [-0.550551, -3.881357, -5.550610], [-1.792171, -4.723468, -1.806720], [-2.405859, -3.322469, -2.616850]], "forces_ev_per_angstrom": [[0.4587, -0.7994, -0.1476], [-0.5257, 0.0438, 1.4921], [0.2745, -0.4388, -1.0443], [-0.3067, 0.5440, 0.5293], [1.1885, -0.0913, -0.8481], [-4.4339, -2.2396, 3.3239], [3.3447, 1.9842, -2.6295], [0.3826, -1.5578, -0.0361], [0.5753, 0.7228, 0.3465], [-0.3345, 0.0274, -0.7583], [0.9845, 0.2822, 0.0255], [-0.2802, -0.0845, 0.9782], [0.3422, 0.3850, -1.2669], [1.4689, -0.0645, 4.2816], [-0.8385, -0.5747, -3.2307], [-2.4266, 3.7771, 0.5974], [1.9690, -1.2982, 0.6400], [0.1818, -1.4830, -1.3915], [-0.6589, -0.8457, 0.4807], [0.7689, -0.0517, -0.7698], [-0.4073, 0.6655, -0.0411], [-0.4360, -1.0031, -0.1135], [0.8780, 0.1680, 0.1141], [-0.1650, 0.6469, 0.3776], [-0.4395, 0.1561, -1.6899], [-0.0556, -0.0731, -0.3789], [0.0884, 0.1591, 1.0638], [0.5326, -0.1144, 0.7891], [0.3530, -0.1000, -0.2304], [-0.2487, -0.0577, -0.4194], [-0.1429, 0.4882, -0.0083], [0.0577, 0.4952, 0.0788], [0.1451, 0.1984, -0.4604], [-0.4848, -0.0500, 0.0344], [-0.5970, 0.1553, -0.0408], [-0.4004, -0.1265, -0.2181], [-0.1405, -0.2062, 0.4006], [-0.3654, 0.3584, 0.1058], [-0.0955, 0.5799, -0.1419], [0.4225, -0.1047, 0.0416], [-0.0977, -0.0449, -0.5042], [-0.5977, -0.3351, 0.7047], [-0.0517, -0.0998, -0.1613], [0.0549, -0.0346, -0.0178], [0.2634, 0.1025, 0.0344], [-0.1534, -0.1180, 0.3092], [-0.0801, 0.0569, -0.0577], [-0.0403, -0.0464, -0.0126], [0.0882, -0.0403, 0.0239], [-0.0901, 0.1004, -0.1283], [0.0158, 0.0390, 0.0383], [0.0378, -0.0764, -0.0472], [0.0775, 0.0441, -0.2210], [-0.1273, -0.0748, 0.1627], [0.0244, -0.0151, 0.0038], [-0.0343, 0.0135, 0.0433], [0.0393, 0.0625, -0.0293], [0.0379, -0.0061, 0.0236]], "homo_energy_ha": -0.3302, "gap_ev": 8.87, "charge": 0, "smiles": "[H]/N=C(/C)C[C@@](C#N)(B(O)N(C)C)[C@@H](C#N)S(=O)(=O)C(F)(F)C(F)(F)C(F)(F)F.NC(N)=O.NC(N)=O"}

---

{"formula": "C3H6Br3P", "method": "ωB97M-V with the def2-TZVPD basis set", "elements": ["C", "C", "C", "P", "Br", "Br", "Br", "H", "H", "H", "H", "H", "H"], "coordinates": [[0.331702, -0.811480, 0.471270], [-0.653984, -0.817817, -1.754390], [-0.129562, -1.550821, -0.711358], [-3.298065, -1.824347, -0.454571], [2.382340, 2.535100, -1.262205], [-2.703997, -3.107606, 1.261045], [-3.353809, 0.145192, 0.597027], [1.390990, -0.809811, 0.508218], [0.017693, 0.228912, 0.314909], [-0.035295, -1.102675, 1.393592], [-0.882966, -1.447276, -2.600378], [-0.815766, 0.276437, -1.678369], [-0.147739, -2.562145, -0.742800]], "forces_ev_per_angstrom": [[-0.3420, 1.5172, -1.6096], [-0.0888, -1.3456, 1.1149], [-1.3273, 4.3184, -0.3100], [1.1737, 0.9260, 1.2654], [-0.2861, -0.2996, 0.0395], [-0.2587, 0.3222, -0.7506], [-0.0997, -0.8930, -0.6382], [1.2263, 0.0106, 0.1297], [0.3866, -0.0656, 0.2228], [-0.7966, -1.1293, 1.8909], [-0.2831, 0.6465, -0.6737], [0.3250, -0.9070, -0.3848], [0.3707, -3.1009, -0.2965]], "e_above_lowest_kj_mol": 397.2, "homo_energy_ha": [-0.2544, -0.2509], "gap_ev": [2.38, 2.26], "charge": 0}

---

{"formula": "C17H56O11", "method": "ωB97M-V with the def2-TZVPD basis set", "elements": ["C", "C", "O", "H", "H", "H", "H", "H", "H", "C", "C", "O", "H", "H", "H", "H", "H", "H", "C", "C", "O", "H", "H", "H", "H", "H", "H", "C", "C", "O", "H", "H", "H", "H", "H", "H", "C", "C", "O", "H", "H", "H", "H", "H", "H", "C", "C", "O", "H", "H", "H", "H", "H", "H", "C", "O", "H", "H", "H", "H", "C", "O", "H", "H", "H", "H", "C", "O", "H", "H", "H", "H", "C", "O", "H", "H", "H", "H", "C", "O", "H", "H", "H", "H"], "coordinates": [[1.256769, 2.665193, 3.491587], [0.469416, 2.647194, 2.186853], [-0.370734, 3.778151, 2.160246], [2.132780, 2.056901, 3.520094], [0.620212, 2.354878, 4.321666], [1.631596, 3.684500, 3.696018], [-0.171887, 1.795602, 2.131213], [1.095303, 2.650181, 1.296233], [-0.959252, 3.759294, 1.359588], [2.275851, 2.251180, -1.371264], [1.630636, 3.573202, -1.718159], [2.529798, 4.641241, -1.467353], [1.598779, 1.421951, -1.528459], [2.574794, 2.252654, -0.312045], [3.096058, 2.304846, -2.044901], [0.787384, 3.760679, -1.086626], [1.332055, 3.641931, -2.764990], [2.335392, 5.066822, -0.651694], [-0.421434, 0.776891, -3.022821], [-1.166040, 0.609969, -4.355623], [-1.960588, 1.738829, -4.516729], [-1.172488, 0.575113, -2.256690], [-0.053099, 1.762542, -2.990163], [0.196335, -0.081245, -3.036775], [-1.726751, -0.323052, -4.392178], [-0.530515, 0.444361, -5.180664], [-1.373525, 2.509141, -4.664138], [-1.553583, -3.234355, -2.199751], [-3.023543, -3.121658, -2.449301], [-3.246586, -3.801387, -3.684346], [-0.978795, -2.816464, -2.999863], [-1.295320, -4.288176, -2.127121], [-1.426513, -2.703222, -1.287962], [-3.201077, -2.069580, -2.704429], [-3.699446, -3.435590, -1.671918], [-4.004456, -3.418185, -4.062856], [0.596930, -2.502400, 0.966950], [0.416354, -0.998295, 0.908275], [1.660362, -0.303663, 0.797555], [1.213506, -2.796267, 0.132698], [-0.377899, -2.977222, 0.900597], [1.127652, -2.751803, 1.867663], [0.062049, -0.670502, 1.873091], [-0.225080, -0.730289, 0.048241], [2.052259, -0.700506, -0.020196], [-3.100879, -2.932915, 2.398390], [-2.285797, -2.027497, 3.251221], [-2.305063, -0.744745, 2.699097], [-2.450295, -3.245888, 1.565677], [-3.914455, -2.383511, 1.973092], [-3.567776, -3.819300, 2.857491], [-1.295935, -2.278545, 3.453879], [-2.803443, -1.894654, 4.225164], [-2.764997, -0.208325, 3.397692], [4.985916, 0.597648, 0.360021], [4.158485, 1.173336, 1.374655], [4.596415, -0.340220, 0.105619], [6.058091, 0.680327, 0.546509], [4.941740, 1.126108, -0.551541], [3.521943, 0.587132, 1.843428], [2.189770, -0.867624, 4.280252], [2.749400, -0.882919, 3.058129], [2.838307, -0.381105, 5.021352], [1.855133, -1.884848, 4.439171], [1.207933, -0.253012, 4.286659], [2.081390, -0.806779, 2.394272], [2.811348, -2.248942, -2.018844], [2.572351, -0.885900, -1.628039], [3.632368, -2.289768, -2.788107], [1.909186, -2.821570, -2.220411], [3.149443, -2.837150, -1.177004], [2.967823, -0.213893, -2.160621], [-3.765883, -0.711059, -0.196141], [-4.133810, 0.224708, 0.793181], [-3.499109, -0.337436, -1.134537], [-4.462295, -1.587917, -0.322362], [-2.816928, -1.203962, 0.092376], [-3.519277, -0.064774, 1.544347], [-1.696677, 2.495244, -0.557435], [-1.798021, 3.845381, -0.122382], [-2.241722, 1.855225, 0.076487], [-0.721359, 2.070518, -0.420977], [-2.107160, 2.432756, -1.561065], [-2.729818, 4.066494, -0.268246]], "forces_ev_per_angstrom": [[-0.3361, 0.9169, 0.0769], [0.2040, 0.6241, 0.1155], [-0.6965, 0.6436, -0.3311], [0.5558, -0.7567, -0.3733], [-0.0604, 0.1653, 0.0223], [-0.3907, -0.2962, -0.1410], [-0.2498, -1.1966, 0.0195], [0.4615, -0.1495, 0.0274], [0.7059, 0.1570, 0.9366], [-0.6264, 0.9101, 0.5894], [-0.2436, 0.5158, 0.8794], [0.8845, -0.1586, -1.4019], [0.0549, -0.2014, -0.2151], [0.2219, -0.0933, -0.4787], [1.2487, -0.9549, -0.3411], [-1.0290, -0.0874, 0.1256], [-0.0241, -0.1049, -0.0567], [-0.3390, 0.3023, 0.9675], [-2.4028, -2.1239, -1.3908], [0.1875, -0.0124, 1.3616], [-0.8319, 1.2086, -0.8494], [0.2001, 0.4011, 0.1905], [1.0241, 0.7810, 0.4029], [1.7643, -0.3692, 0.6566], [-0.7970, 0.2272, 0.4379], [1.3419, 0.3137, -1.1044], [-0.5533, -0.7156, 0.0986], [-0.8043, -0.9650, 0.5648], [0.4703, 1.0917, -2.3919], [0.8428, -1.1276, 0.7037], [0.1968, 0.4557, -0.4503], [0.2355, -0.0563, 0.3431], [0.9528, 0.3144, 0.9681], [-0.3086, 0.1649, 0.6537], [-0.0123, -0.3530, 0.4889], [-1.5182, 0.4817, -0.9292], [-0.0662, 0.6917, -0.3158], [0.2754, 0.2147, -0.0510], [-0.3019, -0.9332, -1.0576], [0.0772, -0.4229, -0.3915], [0.0505, -0.3047, 0.1117], [0.0954, -0.4289, 0.4711], [-0.9993, 0.3277, -0.0220], [-0.1208, 0.1206, 0.5694], [0.2411, 0.9575, 0.4562], [0.5430, -1.4321, -0.9612], [-2.7003, 0.2147, 2.0543], [-0.6774, 2.6456, 0.5816], [-0.5063, -0.2408, 0.0481], [-0.4985, 0.4634, -0.2118], [0.6458, 0.2770, 0.1527], [1.7271, -0.9554, 0.1023], [0.4628, -0.6734, -0.1300], [0.9500, -0.2763, -1.3180], [-0.5066, 0.8100, 1.2844], [0.2675, 0.6601, 0.0461], [0.1503, -1.9078, -0.1117], [-0.0404, -0.6816, 0.8462], [-0.7468, 1.2950, -1.1413], [1.0463, -0.1022, -0.8101], [-2.9503, 1.0546, 1.4677], [2.3572, 0.4524, -1.4194], [-0.0802, -0.7108, -0.0117], [0.1360, -0.3936, 1.3892], [1.2814, -0.5810, 0.1002], [-0.3013, 0.1903, -1.1015], [1.3455, 0.2465, -0.3606], [-0.8682, -1.6357, 0.6749], [-1.2182, -0.2160, 0.4799], [-0.3785, 0.6218, -1.0417], [0.7221, 0.3466, 0.6435], [0.5209, 0.3022, -0.7192], [0.4368, -2.3737, 1.3193], [1.1775, -0.8036, 0.8803], [-0.2871, 1.3131, -1.5911], [0.1191, 1.0721, 0.1073], [-0.1926, 0.0629, 0.1435], [-1.2408, 0.7976, -1.1094], [-0.4363, 0.1742, -0.3432], [-0.2637, 0.0795, -0.2473], [-1.3773, -0.7555, 0.8387], [1.0017, 0.5480, -0.5427], [0.4279, -0.3157, -0.2195], [0.3710, 0.2524, 0.2852]], "e_above_lowest_kj_mol": 386.2, "homo_energy_ha": -0.3418, "gap_ev": 9.64, "charge": 0, "smiles": "CCO.CCO.CCO.CCO.CCO.CCO.CO.CO.CO.CO.CO"}